Entry 1:
ORCA calculation (ωB97M-V with the def2-TZVPD basis set) on a cluster of 2 separate species, C3H8N2O2 in total.

Structure (ORCA input):
```
! wB97M-V def2-TZVPD RIJCOSX def2/J DEFGRID3
* xyz 0 1
O -1.928 -1.467 0.869
O 2.058 1.268 -0.149
N -0.004 -2.595 0.058
N 0.537 2.939 -0.173
C -0.236 0.769 -0.829
C 0.926 1.639 -0.391
C -1.260 -2.487 0.677
H 0.403 -3.514 0.041
H 0.165 -0.094 -1.411
H -0.978 1.291 -1.512
H -0.386 3.271 -0.284
H 1.256 3.577 0.123
H 0.599 -1.848 0.254
H -0.753 0.431 0.068
H -1.662 -3.460 1.034
*
```

Calculated values
**Structure (SMILES)**: CC(N)=O.NC=O
**LUMO energy**: 0.85 eV
**Frontier orbital gap**: 10.682 eV

Entry 2:
ORCA calculation (ωB97M-V with the def2-TZVPD basis set) on a cluster of 2 separate species, C3H8N2O2 in total.

Structure (ORCA input):
```
! wB97M-V def2-TZVPD RIJCOSX def2/J DEFGRID3
* xyz 0 1
O -3.372 0.564 -1.546
O 3.014 -1.133 0.769
N 1.079 -1.449 2.030
N 1.261 0.303 0.506
C -1.080 1.103 -1.391
C 1.884 -0.793 1.031
C -2.354 1.450 -1.358
H -4.196 1.057 -1.646
H 0.578 -2.209 1.575
H -0.773 0.107 -1.675
H 0.255 0.305 0.571
H 1.748 -1.919 2.633
H 1.606 0.599 -0.394
H -2.675 2.478 -1.225
H -0.311 1.855 -1.316
*
```

Calculated values
**Structure (SMILES)**: NC(N)=O.C=CO
**LUMO energy**: 0.58 eV
**Frontier orbital gap**: 10.130 eV

Entry 3:
ORCA calculation (ωB97M-V with the def2-TZVPD basis set) on a cluster of 2 separate species, C3H8N2O2 in total.

Structure (ORCA input):
```
! wB97M-V def2-TZVPD RIJCOSX def2/J DEFGRID3
* xyz 0 1
O 1.013 -0.007 -0.878
O -1.204 0.174 -1.092
N 0.594 -0.794 2.994
N -0.900 0.025 1.394
C 0.140 0.720 -2.970
C -0.004 0.258 -1.534
C 0.138 -0.639 1.748
H -0.760 0.485 -3.528
H 0.997 0.241 -3.441
H 1.399 -1.374 3.138
H -1.091 0.142 0.283
H 0.248 1.801 -2.989
H -1.402 0.529 2.110
H 0.051 -0.542 3.806
H 0.779 -1.019 0.959
*
```

Calculated values
**LUMO energy**: 0.36 eV
**Frontier orbital gap**: 9.039 eV

Entry 4:
ORCA calculation (ωB97M-V with the def2-TZVPD basis set) on a cluster of 2 separate species, C3H8N2O2 in total.

Structure (ORCA input):
```
! wB97M-V def2-TZVPD RIJCOSX def2/J DEFGRID3
* xyz 0 1
O -0.850 0.758 0.457
O 0.302 1.831 -1.161
N 0.205 -0.520 -1.122
N 2.127 1.188 1.012
C -1.376 -0.567 0.611
C -1.024 -1.204 -0.732
C -0.045 0.807 -0.658
H 1.888 2.030 0.499
H -0.903 -1.079 1.459
H 1.244 0.798 1.329
H 2.550 0.552 0.343
H -2.448 -0.481 0.795
H 1.015 -0.900 -0.632
H -0.911 -2.287 -0.724
H -1.776 -0.926 -1.476
*
```

Calculated values
**Structure (SMILES)**: O=C1NCCO1.N
**LUMO energy**: 0.60 eV
**Frontier orbital gap**: 10.563 eV

Entry 5:
ORCA calculation (ωB97M-V with the def2-TZVPD basis set) on a cluster of 3 separate species, C3H8N2O2 in total.

Structure (ORCA input):
```
! wB97M-V def2-TZVPD RIJCOSX def2/J DEFGRID3
* xyz 0 1
O -0.372 -0.060 -2.911
O 1.936 -3.189 -0.115
N 0.071 0.297 1.089
N -0.352 2.249 0.026
C -1.064 0.835 1.585
C 0.575 1.282 0.225
C -1.311 2.049 1.007
H -0.345 -0.200 -2.004
H -2.131 2.786 1.128
H -1.191 0.572 -2.996
H 1.218 -3.610 0.267
H 1.517 1.167 -0.357
H 2.451 -3.884 -0.468
H 0.581 -0.456 1.375
H -1.584 0.161 2.150
*
```

Calculated values
**Structure (SMILES)**: c1c[nH]cn1.O.O
**LUMO energy**: 0.48 eV
**Frontier orbital gap**: 9.352 eV

Entry 6:
ORCA calculation (ωB97M-V with the def2-TZVPD basis set) on the molecule C3H8N2O3S.

Structure (ORCA input):
```
! wB97M-V def2-TZVPD RIJCOSX def2/J DEFGRID3
* xyz 0 1
S -2.739 0.096 0.019
O -3.455 -0.763 0.896
O -2.460 -0.500 -1.266
O -3.097 1.593 -0.015
N -0.050 -0.765 0.292
N -0.519 1.439 -0.113
C -0.939 0.272 0.233
C 0.711 1.728 -0.727
C -0.497 -2.100 0.731
H 0.264 -2.760 0.250
H 1.450 1.663 0.166
H -1.585 -2.283 0.331
H 0.909 -0.872 -0.022
H 1.039 1.322 -1.634
H 0.824 2.757 -1.077
H -0.449 -2.444 1.768
H -1.307 2.045 -0.112
*
```

Calculated values
**LUMO energy**: 0.25 eV
**Frontier orbital gap**: 10.233 eV

Entry 7:
ORCA calculation (ωB97M-V with the def2-TZVPD basis set) on the molecule C3H8N2O3S.

Structure (ORCA input):
```
! wB97M-V def2-TZVPD RIJCOSX def2/J DEFGRID3
* xyz 0 1
S 1.200 0.886 -0.155
O 1.891 1.398 0.979
O 1.511 1.375 -1.471
O -1.011 2.222 0.308
N -1.221 0.241 -1.124
N -1.184 0.205 1.218
C -0.644 0.894 0.046
C 1.391 -0.940 -0.139
C 1.779 -1.595 0.940
H -0.509 2.601 1.059
H -1.207 0.765 -1.943
H -0.386 0.215 1.810
H -1.132 -0.735 0.862
H 2.107 -1.160 1.841
H 0.810 -1.333 -0.946
H -2.114 0.008 -0.884
H 1.699 -2.716 0.974
*
```

Calculated values
**Structure (SMILES)**: C=CS(=O)(=O)C(N)(N)O
**LUMO energy**: 0.45 eV
**Frontier orbital gap**: 10.701 eV

Entry 8:
ORCA calculation (ωB97M-V with the def2-TZVPD basis set) on the ion C3H8N2OP with charge +1.

Structure (ORCA input):
```
! wB97M-V def2-TZVPD RIJCOSX def2/J DEFGRID3
* xyz 1 1
P -0.258 1.903 -0.919
O -1.164 3.231 2.378
N -0.767 1.561 0.795
N 0.468 -0.599 -0.090
C -1.004 2.417 1.605
C -0.149 0.018 -1.263
C 0.267 -2.088 0.147
H 1.161 -2.750 -0.062
H 0.411 -0.101 -2.190
H 0.142 -0.097 0.829
H -1.247 -0.289 -1.330
H 1.081 2.192 -0.744
H -0.547 -2.549 -0.449
H 0.078 -2.389 1.263
H 1.527 -0.460 0.030
*
```

Calculated values
**Structure (SMILES)**: C[NH2+]CPN=C=O
**LUMO energy**: -3.42 eV
**Frontier orbital gap**: 10.595 eV

Entry 9:
ORCA calculation (ωB97M-V with the def2-TZVPD basis set) on a cluster of 2 separate species, C3H8N2OP in total.

Structure (ORCA input):
```
! wB97M-V def2-TZVPD RIJCOSX def2/J DEFGRID3
* xyz 1 1
P -3.303 -0.196 0.050
O 1.102 -1.344 0.127
N 3.049 -0.562 -0.962
N 1.213 0.802 -0.107
C 0.076 0.495 0.662
C 0.014 -0.809 0.717
C 1.857 -0.340 -0.367
H 3.482 0.264 -1.388
H -3.371 0.929 -0.760
H -0.607 1.334 0.991
H -0.804 -1.363 1.130
H 1.364 1.829 -0.316
H -4.655 0.060 0.409
H -2.659 0.463 1.021
H 3.243 -1.563 -1.205
*
```

Calculated values
**LUMO energy**: -3.34 eV
**Frontier orbital gap**: 9.673 eV